Density functional theory data (ωB97M-V with the def2-TZVPD basis set) for a cluster of 2 separate species, C8H8N2O2S in total at a distorted geometry.

As for the energy relative to the best compared isomer or geometry (same formula, charge and spin): 148.71 kcal per mole. Its charge is 0. As for the HOMO energy: -9.5 eV. As for the orbital gap: 9.272 eV. The calculated total energy is -26329.1617 eV.

Last column: Mulliken charge in e.
Cartesian coordinates (Å):
C -2.419775 1.357209 -0.836263  -0.223
C -1.667965 0.789098 -1.867517  -0.553
C -1.916164 1.647016 0.392880  -0.639
C -0.339855 0.566958 -1.650700  -0.419
C -0.587589 1.332809 0.687561  -0.522
C 0.196403 0.810272 -0.337533  0.914
C -0.803630 -2.460370 0.924069  0.030
C 1.678740 0.467494 -0.074371  -1.055
N 1.705508 -1.025522 0.147785  -0.293
N 2.479970 -1.548987 0.948283  0.893
O 2.341550 -2.964078 0.816939  -0.472
O 3.296021 -1.227920 1.760113  -0.655
S -1.686197 -1.922637 1.999313  -0.081
H -3.571598 1.603592 -1.116646  0.174
H -2.019065 0.522803 -2.804987  0.481
H -2.535677 2.134750 1.112314  0.404
H 0.393204 0.101274 -2.391714  0.276
H -0.222682 1.354818 1.645420  0.504
H 1.446132 -3.270013 0.638622  0.400
H 2.410070 0.829140 -0.872209  0.347
H 1.822599 0.902294 0.878639  0.488

Atoms 1-6, force components in eV/Å:
C -3.8 0.5 -2.2
C 1.0 0.4 1.4
C 0.5 0.0 0.3
C 2.4 -0.6 1.4
C -0.6 -0.8 -3.1
C 0.7 -0.2 -1.6